The following is a quantum chemistry calculation of a 18-piece molecular cluster, C81H180O36 overall, from the OMol25 dataset.

Structure (XYZ):
```
297
Properties=species:S:1:pos:R:3:forces:R:3:lowdin_charge:R:1
C 18.840 -29.207 18.947 -0.86 -0.48 0.33 -0.091
O 18.954 -28.783 17.615 -0.35 -0.38 -0.70 -0.173
C 18.349 -29.723 16.692 0.59 1.59 0.14 -0.158
C 18.434 -29.136 15.296 0.61 -0.63 -0.02 -0.175
O 17.508 -28.116 14.960 0.42 -0.24 0.89 -0.127
C 17.757 -27.537 13.696 -0.15 -0.56 -0.79 -0.156
C 17.488 -28.517 12.540 0.36 0.31 0.28 -0.172
O 18.696 -29.119 12.036 -0.77 -0.32 -0.15 -0.197
C 18.336 -30.097 11.026 0.53 0.81 0.30 -0.083
H 17.783 -29.196 19.212 -0.17 0.16 0.34 0.064
H 19.380 -28.585 19.661 0.07 0.31 -0.42 0.077
H 19.158 -30.237 19.110 0.39 -0.25 -0.19 0.078
H 17.310 -29.987 16.887 -0.27 0.15 0.62 0.108
H 18.947 -30.635 16.728 0.05 -0.25 -0.18 0.115
H 18.326 -30.009 14.653 -0.15 -0.04 -0.56 0.124
H 19.462 -28.794 15.177 0.15 0.26 -0.17 0.119
H 18.770 -27.167 13.537 0.33 0.01 0.57 0.101
H 17.102 -26.667 13.649 -0.03 -0.15 -0.21 0.106
H 16.982 -27.961 11.751 -0.03 -0.11 -0.31 0.106
H 16.828 -29.299 12.915 -0.21 -0.11 -0.14 0.104
H 17.831 -29.592 10.203 -0.16 -0.13 -0.11 0.076
H 17.694 -30.884 11.421 -0.17 0.06 0.15 0.073
H 19.253 -30.553 10.653 0.10 0.08 0.05 0.073
C 17.657 -35.665 2.950 -0.36 1.14 0.58 -0.075
O 17.248 -34.299 3.335 0.50 -1.10 -0.82 -0.191
C 15.887 -34.205 3.734 0.82 0.11 1.06 -0.202
C 15.487 -32.753 4.128 0.88 0.85 -0.43 -0.144
O 16.294 -32.202 5.219 0.02 -1.16 -0.71 -0.158
C 16.027 -30.855 5.593 0.01 -0.70 1.25 -0.179
C 17.065 -30.275 6.622 -0.99 -0.37 -0.31 -0.137
O 17.182 -30.926 7.931 -0.63 1.88 -2.04 -0.197
C 17.931 -32.096 7.944 0.08 -0.51 0.41 -0.107
H 17.004 -36.184 2.249 -0.60 0.42 -0.08 0.076
H 17.718 -36.292 3.839 0.14 0.02 0.14 0.081
H 18.620 -35.628 2.441 0.04 0.40 0.36 0.082
H 15.743 -34.805 4.633 -0.02 -0.25 0.33 0.115
H 15.310 -34.707 2.957 -0.73 0.70 -0.14 0.118
H 14.418 -32.676 4.324 -0.18 -0.43 0.55 0.117
H 15.602 -32.072 3.286 0.35 -0.05 -0.38 0.116
H 15.047 -30.872 6.070 -0.34 0.40 -0.06 0.102
H 16.022 -30.183 4.735 -0.01 0.10 -0.18 0.125
H 16.724 -29.260 6.827 -0.33 -0.04 0.27 0.108
H 17.958 -30.064 6.034 0.86 -0.76 0.63 0.111
H 17.414 -32.875 7.383 0.38 -0.20 -0.18 0.088
H 17.982 -32.386 8.994 0.04 -0.19 0.07 0.074
H 18.953 -31.914 7.611 0.12 -0.20 -0.32 0.090
C 18.346 -33.069 19.380 0.81 1.13 0.37 -0.076
O 19.710 -32.723 19.661 -0.21 -0.27 0.78 -0.196
C 20.686 -33.291 18.819 -0.21 -0.16 -0.58 -0.202
C 22.045 -33.341 19.479 1.38 0.94 0.82 -0.147
O 22.710 -32.045 19.495 -0.43 0.30 0.39 -0.161
C 23.673 -31.853 20.557 0.31 -0.77 -0.06 -0.174
C 24.026 -30.413 20.916 -1.37 0.54 -1.59 -0.193
O 23.036 -29.652 21.570 -0.96 -0.16 1.02 -0.170
C 21.837 -29.415 20.817 0.86 -0.21 -0.81 -0.076
H 17.735 -32.622 20.164 0.19 0.06 0.29 0.072
H 18.153 -34.142 19.408 0.17 -0.02 -0.59 0.099
H 18.076 -32.518 18.480 -0.30 -0.70 -0.46 0.064
H 20.723 -32.774 17.861 0.32 0.73 -0.09 0.105
H 20.380 -34.270 18.451 0.02 -0.63 0.60 0.124
H 22.743 -34.046 19.027 -0.25 -0.19 -0.65 0.124
H 22.029 -33.669 20.519 -0.74 -0.12 0.17 0.116
H 24.619 -32.289 20.234 0.31 -0.18 -0.21 0.118
H 23.413 -32.427 21.446 -0.48 0.04 0.20 0.119
H 24.186 -29.905 19.965 0.42 0.07 -0.44 0.103
H 24.958 -30.341 21.476 -0.24 -0.29 0.26 0.132
H 22.132 -28.892 19.908 -0.05 0.32 -0.29 0.079
H 21.104 -28.799 21.338 0.45 -0.08 0.52 0.068
H 21.349 -30.320 20.453 0.02 -0.25 0.39 0.070
C 22.656 -30.860 15.874 -0.30 -0.63 -0.28 -0.063
O 21.911 -30.890 14.617 1.11 -0.37 0.69 -0.206
C 21.571 -32.248 14.246 0.08 1.30 -0.87 -0.160
C 21.286 -32.345 12.721 0.23 -0.07 1.38 -0.168
O 20.583 -33.584 12.609 0.16 0.80 -0.09 -0.141
C 19.667 -33.679 11.536 1.00 -1.55 -0.12 -0.174
C 20.391 -34.010 10.190 -0.71 0.72 0.69 -0.183
O 21.216 -32.935 9.791 0.48 0.55 -1.31 -0.214
C 22.152 -33.205 8.700 -0.90 -0.57 0.81 -0.064
H 23.122 -29.917 16.159 -0.63 0.44 -0.64 0.062
H 23.510 -31.537 15.877 0.00 -0.41 -0.42 0.084
H 22.022 -31.186 16.700 -0.20 0.09 0.10 0.070
H 20.633 -32.503 14.740 0.15 -0.37 0.26 0.099
H 22.398 -32.925 14.460 -0.14 -0.13 0.43 0.125
H 22.209 -32.339 12.142 0.04 -0.18 -0.05 0.118
H 20.733 -31.453 12.427 -0.54 -0.12 -0.16 0.112
H 18.913 -32.896 11.614 0.35 0.60 -0.80 0.103
H 19.081 -34.572 11.755 0.04 -0.23 -0.08 0.105
H 19.576 -34.254 9.507 0.02 0.19 -0.63 0.106
H 21.009 -34.904 10.272 -0.05 -0.23 0.49 0.127
H 21.719 -33.770 7.875 -0.56 0.01 0.01 0.084
H 22.951 -33.846 9.074 0.32 0.23 0.13 0.084
H 22.521 -32.277 8.264 -0.02 0.05 0.52 0.067
C 13.534 -28.652 13.389 -0.17 0.80 0.43 -0.086
O 13.702 -29.122 14.734 0.30 -1.32 -0.63 -0.172
C 14.551 -30.274 14.694 1.28 -0.41 0.53 -0.170
C 14.644 -31.089 16.013 -1.30 0.53 0.31 -0.192
O 15.456 -32.225 15.894 0.04 -0.76 -0.42 -0.152
C 15.429 -33.132 17.015 1.03 0.15 -0.57 -0.149
C 16.113 -34.461 16.572 0.19 0.23 0.05 -0.162
O 17.539 -34.555 16.696 0.21 0.83 -0.72 -0.196
C 18.301 -33.802 15.715 -0.29 -0.18 0.17 -0.076
H 14.421 -28.128 13.033 0.27 -0.06 0.02 0.078
H 12.731 -27.915 13.403 -0.03 -0.05 0.08 0.092
H 13.288 -29.416 12.652 -0.03 -0.39 0.23 0.067
H 15.583 -30.005 14.467 0.16 0.49 -0.16 0.101
H 14.277 -30.946 13.882 -0.40 -0.18 0.00 0.111
H 13.620 -31.377 16.251 -0.30 -0.24 0.22 0.125
H 14.999 -30.521 16.872 0.04 0.58 -0.06 0.094
H 14.436 -33.285 17.438 -0.45 -0.24 -0.59 0.122
H 15.963 -32.679 17.850 0.44 0.05 0.10 0.102
H 15.821 -34.665 15.542 -0.05 0.17 -0.25 0.110
H 15.742 -35.309 17.147 -0.07 0.20 0.28 0.122
H 18.094 -32.733 15.764 -0.22 0.07 0.05 0.070
H 18.160 -34.143 14.689 -0.63 -0.14 -0.10 0.080
H 19.377 -33.929 15.831 -0.12 -0.31 0.79 0.070
C 12.733 -25.233 6.264 -0.19 -1.41 0.55 -0.086
O 12.021 -25.772 7.381 -1.17 0.23 -0.34 -0.199
C 12.814 -26.226 8.450 -0.70 0.93 0.55 -0.184
C 11.977 -26.852 9.628 0.18 -0.73 -1.51 -0.125
O 11.186 -27.959 9.113 0.39 0.38 0.93 -0.134
C 10.502 -28.708 10.112 -0.21 -0.53 -1.41 -0.191
C 9.556 -29.706 9.411 -1.18 1.30 0.12 -0.183
O 8.512 -28.990 8.707 0.25 -1.07 0.52 -0.188
C 7.372 -29.825 8.469 0.27 1.33 -0.93 -0.115
H 13.716 -24.831 6.508 -0.09 0.47 0.35 0.078
H 12.075 -24.527 5.759 0.22 -0.02 0.07 0.088
H 12.944 -26.100 5.637 0.03 0.13 -0.61 0.084
H 13.217 -25.281 8.814 0.81 -0.26 0.79 0.117
H 13.617 -26.838 8.039 0.08 -0.49 0.47 0.110
H 11.342 -26.134 10.145 -0.24 0.30 -0.41 0.125
H 12.663 -27.199 10.400 0.38 -0.18 -0.04 0.100
H 9.930 -28.097 10.811 -0.25 0.38 -0.20 0.128
H 11.159 -29.302 10.747 0.60 -0.09 0.02 0.094
H 9.053 -30.261 10.203 0.13 -0.37 0.25 0.112
H 9.991 -30.410 8.701 0.60 0.06 0.13 0.119
H 6.845 -30.114 9.378 0.07 -0.03 0.10 0.084
H 7.546 -30.678 7.813 0.59 -0.43 0.31 0.080
H 6.756 -29.193 7.829 -0.45 0.06 0.39 0.086
C 25.900 -28.636 17.713 0.06 1.24 0.42 -0.101
O 24.497 -28.429 17.752 -0.41 -1.26 0.17 -0.217
C 24.093 -27.217 17.150 0.49 -0.30 -0.72 -0.185
C 22.571 -27.093 17.133 -0.52 0.44 1.03 -0.167
O 22.197 -25.879 16.504 1.13 0.29 -0.33 -0.118
C 20.855 -25.520 16.469 -1.56 -0.33 0.34 -0.177
C 20.071 -25.367 17.808 0.97 -0.28 0.19 -0.199
O 20.733 -24.526 18.708 1.18 0.41 1.23 -0.179
C 20.452 -24.762 20.120 -1.07 0.47 -1.35 -0.059
H 26.363 -28.612 16.727 -0.43 -0.04 -0.48 0.085
H 26.241 -29.551 18.197 -0.67 -0.04 0.14 0.086
H 26.304 -27.776 18.247 0.63 -0.04 0.22 0.086
H 24.509 -27.257 16.143 -0.24 0.41 -0.50 0.122
H 24.582 -26.380 17.649 -0.24 0.30 0.19 0.131
H 22.214 -27.043 18.161 0.12 -0.13 0.37 0.117
H 22.066 -27.965 16.719 0.11 -0.14 -0.50 0.114
H 20.286 -26.227 15.866 -0.27 -0.73 0.10 0.107
H 20.702 -24.632 15.856 0.77 0.50 0.33 0.114
H 19.965 -26.318 18.330 -0.36 -0.48 -0.45 0.103
H 19.093 -24.942 17.583 -0.23 -0.22 -0.21 0.102
H 20.749 -25.720 20.548 0.61 -0.28 -0.47 0.074
H 19.367 -24.745 20.218 -0.10 0.24 0.35 0.073
H 20.876 -23.939 20.697 0.01 -0.15 -0.21 0.085
C 18.654 -22.860 13.998 -0.48 -1.02 -0.46 -0.083
O 18.546 -24.089 13.226 0.72 0.13 0.16 -0.231
C 19.617 -24.226 12.245 -0.20 0.92 0.73 -0.155
C 19.420 -25.403 11.260 -0.87 0.74 1.50 -0.167
O 18.051 -25.417 10.869 -0.02 0.33 -1.15 -0.170
C 17.851 -24.522 9.752 -1.30 -0.73 0.01 -0.154
C 16.441 -24.593 9.112 -0.18 -1.58 1.45 -0.140
O 16.200 -25.823 8.377 -0.53 2.03 -1.47 -0.177
C 16.293 -26.983 9.119 1.66 -0.85 1.52 -0.137
H 17.890 -22.866 14.775 -0.17 -0.35 -0.13 0.079
H 18.433 -22.002 13.363 0.34 0.15 -0.14 0.086
H 19.597 -22.758 14.535 0.32 -0.03 -0.36 0.080
H 20.564 -24.241 12.785 0.28 -0.57 -0.02 0.118
H 19.659 -23.262 11.737 -0.10 0.06 -0.59 0.111
H 19.606 -26.357 11.755 0.07 0.00 -0.06 0.096
H 20.088 -25.298 10.406 0.11 0.05 0.04 0.115
H 18.509 -24.825 8.937 0.48 0.33 0.02 0.120
H 18.000 -23.496 10.089 0.30 0.17 -0.18 0.124
H 16.293 -23.662 8.566 0.19 -0.55 -1.00 0.128
H 15.619 -24.563 9.828 0.23 0.03 0.65 0.092
H 17.354 -27.110 9.334 0.20 -0.49 0.24 0.071
H 15.991 -27.927 8.664 -0.44 0.51 -0.87 0.076
H 15.825 -26.975 10.103 -0.50 0.50 0.11 0.082
C 18.648 -26.974 22.536 0.41 1.32 0.44 -0.091
O 18.863 -25.598 22.843 -0.18 0.24 -0.65 -0.227
C 17.642 -24.849 22.935 1.04 -1.03 0.21 -0.176
C 18.026 -23.415 23.115 -0.94 0.23 -0.49 -0.167
O 18.635 -22.969 21.905 -0.16 -0.41 0.27 -0.151
C 19.122 -21.658 21.907 -0.81 0.86 0.26 -0.174
C 18.028 -20.528 21.959 -0.01 -1.67 -0.72 -0.193
O 17.420 -20.473 23.219 1.36 0.42 0.61 -0.205
C 16.363 -19.571 23.368 -0.55 -0.60 0.52 -0.113
H 18.024 -27.334 23.355 -0.17 -0.78 -0.35 0.081
H 19.641 -27.422 22.542 -0.12 -0.30 0.16 0.071
H 18.224 -27.091 21.539 -0.35 -0.15 0.13 0.075
H 17.106 -25.263 23.789 -0.28 0.36 0.40 0.127
H 16.986 -25.013 22.079 0.16 0.09 -0.46 0.127
H 18.644 -23.319 24.007 0.36 0.23 -0.10 0.132
H 17.108 -22.841 23.237 -0.05 0.06 0.42 0.122
H 19.671 -21.578 20.969 0.03 0.27 -0.01 0.123
H 19.810 -21.525 22.743 0.17 0.19 0.17 0.127
H 17.224 -20.802 21.276 0.01 -0.14 -0.64 0.121
H 18.458 -19.605 21.570 0.13 0.43 0.47 0.120
H 16.551 -18.537 23.080 0.30 0.00 -0.21 0.088
H 16.127 -19.608 24.432 -0.05 0.25 0.00 0.090
H 15.491 -19.971 22.852 -0.27 0.26 -0.34 0.087
C 22.761 -28.965 11.341 -0.43 0.92 0.48 -0.001
C 22.441 -27.593 12.063 1.21 -0.56 -0.71 -0.424
O 22.835 -26.533 11.592 -0.78 -1.22 0.55 0.039
C 21.690 -27.696 13.382 0.47 0.75 -0.46 -0.009
H 23.059 -29.765 12.019 0.04 0.24 0.36 0.068
H 23.507 -28.876 10.551 -0.08 0.33 0.09 0.078
H 21.829 -29.323 10.903 -0.18 0.07 -0.06 0.048
H 21.180 -26.746 13.540 -0.66 -0.17 -0.23 0.066
H 22.404 -27.619 14.202 0.39 -0.58 0.00 0.084
H 21.096 -28.607 13.450 -0.06 0.25 0.12 0.065
C 14.652 -35.266 10.038 -0.23 0.08 0.85 -0.017
C 15.895 -34.873 10.802 0.22 -0.54 0.21 -0.473
O 16.965 -35.244 10.374 0.17 0.37 0.16 0.061
C 15.756 -34.127 12.125 0.93 0.21 -0.88 0.005
H 13.770 -35.129 10.663 -0.14 0.11 -0.13 0.066
H 14.756 -36.334 9.847 -0.07 0.14 -0.47 0.089
H 14.561 -34.663 9.134 0.03 -0.23 -0.11 0.087
H 16.756 -33.845 12.455 0.04 -0.16 0.09 0.061
H 15.305 -34.758 12.891 -0.38 0.22 -0.12 0.089
H 15.248 -33.187 11.913 -0.44 -0.13 0.40 0.053
C 14.777 -25.218 14.288 0.71 -0.39 0.33 -0.003
C 14.839 -24.840 12.819 -3.49 -2.14 0.48 -0.506
O 14.132 -25.431 12.018 0.34 -0.57 -0.02 0.054
C 15.523 -23.668 12.441 1.44 2.11 -0.78 -0.027
H 14.420 -24.384 14.891 -0.11 0.12 -0.11 0.096
H 15.769 -25.451 14.675 0.30 0.25 -0.02 0.062
H 14.193 -26.108 14.520 -0.28 0.19 -0.51 0.067
H 16.511 -24.013 12.136 0.61 0.43 0.62 0.080
H 15.478 -22.978 13.284 0.75 0.25 -0.20 0.101
H 15.133 -23.203 11.536 -0.44 -0.10 0.20 0.101
C 16.496 -25.561 17.680 -0.75 -0.86 -0.15 -0.011
C 15.230 -26.395 17.993 1.24 -0.32 -1.57 -0.457
O 14.556 -26.098 18.930 -0.98 -0.01 0.98 0.065
C 14.921 -27.588 17.042 -0.02 1.09 0.61 -0.009
H 16.927 -25.253 18.633 0.18 -0.05 -0.17 0.076
H 16.232 -24.671 17.108 -0.21 0.09 0.06 0.077
H 17.159 -26.148 17.045 0.31 0.00 0.24 0.062
H 15.572 -28.435 17.259 0.22 0.15 0.04 0.049
H 15.130 -27.273 16.019 0.02 -0.25 0.10 0.044
H 13.885 -27.915 17.133 0.06 0.14 0.06 0.089
C 19.733 -31.900 23.339 0.15 0.41 0.40 -0.012
C 19.750 -30.766 24.344 1.24 1.63 -0.01 -0.445
O 20.806 -30.226 24.684 -1.40 -1.12 -0.47 0.038
C 18.451 -30.137 24.868 0.61 -0.03 0.25 -0.016
H 19.219 -31.547 22.445 -0.34 -0.15 -0.01 0.070
H 19.231 -32.757 23.789 -0.15 -0.11 -0.27 0.084
H 20.746 -32.159 23.033 -0.02 0.01 0.24 0.077
H 18.806 -29.421 25.609 -0.24 -0.17 0.26 0.072
H 17.766 -30.860 25.310 0.01 -0.05 -0.01 0.078
H 17.906 -29.538 24.138 0.12 -0.38 -0.45 0.048
C 13.815 -30.759 8.816 -0.32 -0.18 0.14 -0.002
C 14.027 -31.160 10.249 0.80 -0.15 1.11 -0.422
O 15.060 -30.748 10.777 -1.62 -0.96 0.12 0.033
C 12.948 -32.047 10.997 0.21 0.67 -0.29 -0.014
H 14.504 -31.308 8.174 0.13 -0.16 0.15 0.069
H 14.145 -29.720 8.788 -0.33 0.07 -0.32 0.084
H 12.802 -30.918 8.446 -0.01 0.26 0.07 0.081
H 12.642 -32.918 10.418 0.27 0.00 -0.23 0.068
H 12.019 -31.498 11.148 -0.05 0.49 -0.46 0.059
H 13.154 -32.367 12.018 0.81 0.05 -0.17 0.062
C 21.507 -29.617 7.909 0.21 -1.33 -0.19 -0.030
C 20.562 -28.502 7.630 0.84 0.52 -0.70 -0.482
O 20.039 -28.429 6.534 -0.20 0.13 0.66 0.068
C 20.419 -27.443 8.676 -0.18 0.81 -0.02 -0.013
H 21.276 -30.379 7.165 -0.18 -0.35 0.29 0.081
H 21.458 -29.998 8.929 -0.26 -0.12 -0.07 0.055
H 22.567 -29.442 7.726 0.00 0.84 0.02 0.097
H 19.992 -27.803 9.612 -0.39 -0.14 -0.09 0.077
H 19.870 -26.611 8.235 -0.43 -0.15 0.24 0.079
H 21.366 -27.003 8.988 0.46 -0.35 -0.18 0.091
C 15.196 -29.225 20.336 -1.08 0.64 0.13 -0.009
C 16.034 -29.826 21.369 1.08 -1.61 0.31 -0.509
O 17.073 -29.334 21.730 0.50 0.58 0.30 0.055
C 15.656 -31.193 21.901 0.01 0.16 0.29 -0.013
H 15.237 -28.144 20.466 -0.09 0.01 -0.37 0.091
H 14.181 -29.586 20.501 -0.18 0.17 -0.42 0.096
H 15.539 -29.509 19.341 0.00 -0.03 0.00 0.074
H 15.323 -31.848 21.096 -0.08 -0.05 0.04 0.078
H 14.851 -31.083 22.628 -0.25 -0.04 -0.08 0.090
H 16.503 -31.619 22.438 0.01 -0.02 -0.17 0.071
C 20.961 -26.747 25.365 -0.68 -0.05 -0.88 -0.022
C 21.039 -25.288 24.957 -0.17 1.18 3.11 -0.474
O 20.598 -24.447 25.765 0.73 -1.20 -2.11 0.022
C 21.781 -24.972 23.708 -0.27 0.26 -0.46 -0.020
H 19.935 -26.934 25.683 0.04 0.03 0.29 0.080
H 21.640 -26.985 26.183 0.02 0.12 -0.11 0.094
H 21.121 -27.404 24.511 0.35 -0.15 0.17 0.059
H 22.848 -25.181 23.789 0.00 -0.29 0.26 0.096
H 21.689 -23.927 23.411 -0.25 -0.08 0.03 0.085
H 21.355 -25.644 22.963 0.21 0.23 -0.35 0.059
```
Positions in Å, forces in eV/Å.

The energy above the lowest of the compared OMol25 structures with the same formula, charge and spin comes out at 0.0 kJ/mol. The largest force on an atom is 4.12 eV Å⁻¹. For the molar mass, the calculation gives 1730.3 u. For the HOMO-LUMO gap, the calculation gives 9.147 eV.